Run w
The following is a DFT calculation (the ωB97M-V functional and the def2-TZVPD basis) of a 2-piece molecular cluster, C3H6N2O overall.

Positions of all 12 atoms, in Å:
1 H 0.86 0.67 1.58
2 O 1.22 0.61 2.55
3 N 0.28 0.49 0.25
4 H 0.41 0.60 3.06
5 C -1.03 0.51 -0.16
6 C 0.91 -0.30 -0.58
7 C -1.17 -0.27 -1.25
8 N 0.10 -0.70 -1.58
9 H 0.23 -1.58 -2.06
10 H 1.87 -0.66 -0.28
11 H -1.96 -0.44 -1.97
12 H -1.72 1.08 0.44

Results
M = 86.094 g/mol
Total charge = 0
Kohn-Sham gap = 0.37366 hartree
LUMO energy = 0.659 eV
HOMO = -9.5 eV

Run x
The following is a DFT calculation (the ωB97M-V functional and the def2-TZVPD basis) of one molecule with the formula C3H6N2O.

Positions of all 12 atoms, in Å:
1 C -1.09 1.48 0.45
2 N -0.38 0.27 0.19
3 C -0.01 -0.14 -0.96
4 N 0.98 -1.05 -0.84
5 C 0.95 -1.25 0.72
6 O 1.62 -0.82 1.61
7 H -1.93 1.29 1.12
8 H -1.47 1.92 -0.48
9 H -0.41 2.21 0.92
10 H -0.41 0.17 -1.93
11 H 1.09 -1.79 -1.55
12 H 0.47 -2.22 0.80

Results
M = 86.094 g/mol
Total charge = 0
Kohn-Sham gap = 0.36299 hartree
LUMO energy = 0.912 eV
HOMO = -9.0 eV

Computed energies relative to the best structure, in kcal/mol: run w 0.0; run x 36.3